Entry 1:
{
  "formula": "C26H41N3O8",
  "method": "ωB97M-V with the def2-TZVPD basis set",
  "e_lumo_ev": 0.098,
  "homo_lumo_gap_ev": 8.44,
  "energy_ev": -48453.1397,
  "charge": 0,
  "e_above_lowest_kcal_mol": 477.6,
  "elements": ["O", "C", "O", "C", "C", "C", "H", "H", "H", "H", "H", "H", "O", "C", "O", "C", "C", "C", "H", "H", "H", "H", "H", "H", "O", "C", "O", "C", "C", "C", "H", "H", "H", "H", "H", "H", "C", "O", "H", "H", "H", "H", "C", "O", "H", "H", "H", "H", "N", "C", "C", "C", "C", "H", "H", "H", "H", "H", "N", "C", "C", "C", "C", "H", "H", "H", "H", "H", "N", "C", "C", "C", "C", "H", "H", "H", "H", "H"],
  "xyz": [[0.87640, 2.36780, 4.93378], [0.19272, 2.00508, 3.96850], [-1.09864, 1.86413, 4.14457], [-1.76167, 1.35873, 3.00383], [-0.69847, 1.50956, 1.82853], [0.60856, 1.57405, 2.61812], [-2.68230, 1.90674, 2.80328], [-2.07408, 0.32625, 3.16031], [-0.94699, 2.38649, 1.23075], [-0.78601, 0.72294, 1.07908], [1.33420, 2.30031, 2.25194], [1.12430, 0.62612, 2.77154], [4.57846, -0.12005, -4.17654], [3.89023, -0.44839, -3.21787], [4.30509, -1.11460, -2.17341], [3.34250, -1.12330, -1.11471], [1.99881, -0.91878, -1.71942], [2.40505, -0.14997, -3.00487], [3.63333, -0.29965, -0.46270], [3.37097, -2.06457, -0.56580], [1.28483, -0.37326, -1.10237], [1.61495, -1.90616, -1.97600], [2.16389, 0.90983, -2.92260], [1.92853, -0.63285, -3.85801], [-0.15449, -0.71902, 3.05503], [-0.37750, -1.33385, 2.05210], [-0.78930, -0.71277, 0.88148], [-1.06709, -1.64753, -0.15593], [-1.05425, -3.03207, 0.60673], [-0.35018, -2.81435, 1.90352], [-0.25512, -1.60650, -0.88197], [-2.07463, -1.55427, -0.56123], [-0.52600, -3.83612, 0.09432], [-2.04932, -3.38600, 0.87629], [0.71339, -3.04857, 1.85825], [-0.87365, -3.32746, 2.71024], [-3.11695, 0.25316, 0.60369], [-3.12781, 1.09010, -0.52117], [-3.95520, -0.43851, 0.51984], [-2.32028, -0.49062, 0.58997], [-3.08377, 0.87093, 1.50111], [-2.17703, 1.21079, -0.57632], [-0.27218, 0.62358, -0.60550], [-1.32167, 1.61519, -0.31553], [0.36537, 0.47264, 0.26562], [-0.55374, -0.36633, -0.96450], [0.33115, 1.06467, -1.39893], [-0.94628, 2.49867, -0.30405], [-3.62268, -2.26122, -3.76381], [-3.49867, -1.13892, -2.99931], [-2.31908, -1.21839, -2.32168], [-1.68747, -2.46846, -2.67417], [-2.56730, -3.05703, -3.55023], [-4.35299, -2.42057, -4.44304], [-4.20934, -0.32934, -3.07629], [-1.90945, -0.47890, -1.64955], [-0.79993, -2.89352, -2.22920], [-2.52815, -3.98190, -4.10655], [2.50734, 0.50958, 2.06861], [1.66338, -0.24841, 1.29513], [2.22239, -1.46467, 1.14976], [3.43218, -1.57467, 1.85494], [3.64104, -0.23237, 2.33213], [2.40480, 1.46391, 2.38298], [0.69228, 0.06486, 0.94124], [1.87838, -2.31724, 0.58304], [4.09494, -2.41467, 2.00173], [4.45261, 0.20217, 2.89686], [0.87348, 2.76590, -1.01194], [-0.14871, 3.28137, -1.72140], [-0.86583, 4.13318, -0.79366], [-0.32098, 3.90358, 0.48574], [0.82109, 3.05025, 0.35708], [1.55653, 2.11549, -1.37319], [-0.23333, 3.09983, -2.78266], [-1.71259, 4.75744, -1.03800], [-0.64504, 4.31827, 1.42883], [1.61305, 2.74246, 1.02376]]
}


Entry 2:
{
  "formula": "C13H17BrCeN2",
  "method": "ωB97M-V with the def2-TZVPD basis set",
  "e_lumo_ev": [-11.194, -11.189],
  "homo_lumo_gap_ev": [4.86, 4.86],
  "energy_ev": -99687.2809,
  "charge": 2,
  "elements": ["C", "C", "H", "H", "H", "H", "H", "H", "C", "C", "C", "C", "H", "H", "H", "H", "N", "C", "C", "N", "C", "C", "C", "H", "H", "C", "H", "H", "Ce", "C", "H", "H", "H", "Br"],
  "xyz": [[1.38707, -2.01122, 0.00864], [1.73179, 0.97132, 1.48381], [0.84537, -2.60484, 0.77311], [2.35062, -1.57320, 0.31036], [1.24898, -2.30503, -1.03960], [1.21399, 1.88142, 1.82096], [1.81489, 0.13841, 2.20964], [2.53197, 1.05719, 0.73464], [-1.82483, -2.04403, -1.70483], [-2.95002, -2.54585, -2.34694], [-4.00914, -1.68363, -2.58539], [-3.90844, -0.35952, -2.17535], [-0.95982, -2.66594, -1.45163], [-2.97583, -3.59240, -2.63850], [-4.89511, -2.04612, -3.09351], [-4.72306, 0.33544, -2.32277], [-1.72758, -0.76019, -1.30360], [-2.75289, 0.12834, -1.53610], [-2.57576, 1.52155, -1.00897], [-1.43983, 1.77442, -0.27183], [-1.21173, 3.00457, 0.23282], [-3.27389, 3.82999, -0.62779], [-2.10677, 4.05563, 0.08296], [-0.27010, 3.10572, 0.78641], [-1.87489, 5.02128, 0.52805], [-3.50558, 2.56978, -1.16707], [-4.40457, 2.35298, -1.72302], [-3.99067, 4.63423, -0.76141], [0.01166, -0.11958, 0.28825], [1.15972, 0.64310, -1.66157], [1.38345, 1.71886, -1.57795], [0.58630, 0.49372, -2.58812], [2.11440, 0.09657, -1.74689], [-1.55494, -0.98701, 2.41306]]
}


Entry 3:
{
  "formula": "C4H9NO2",
  "method": "ωB97M-V with the def2-TZVPD basis set",
  "e_lumo_ev": 0.660,
  "smiles": "C[C@@H](O)CC(N)=O",
  "homo_lumo_gap_ev": 10.23,
  "energy_ev": -9879.7232,
  "charge": 0,
  "e_above_lowest_kcal_mol": 7.8,
  "elements": ["C", "C", "O", "C", "C", "N", "O", "H", "H", "H", "H", "H", "H", "H", "H", "H"],
  "xyz": [[0.90942, -0.95360, 1.65098], [0.55686, -0.36561, 0.29099], [0.18434, -1.40904, -0.61481], [-0.62217, 0.59878, 0.37907], [-0.88260, 1.44531, -0.86323], [-0.80131, 0.77739, -2.04224], [-1.16277, 2.63265, -0.78412], [0.05234, -1.49993, 2.05875], [1.19274, -0.16633, 2.35677], [1.75293, -1.65011, 1.57122], [1.42797, 0.17291, -0.11476], [0.95768, -1.97277, -0.74547], [-1.52577, 0.01609, 0.60265], [-0.46645, 1.30217, 1.20060], [-0.99992, 1.27992, -2.89284], [-0.57331, -0.20781, -2.05355]]
}


Entry 4:
{
  "formula": "C2H4ClP",
  "method": "ωB97M-V with the def2-TZVPD basis set",
  "e_lumo_ev": -0.078,
  "smiles": "ClP1CC1",
  "homo_lumo_gap_ev": 9.96,
  "energy_ev": -23949.1328,
  "charge": 0,
  "e_above_lowest_kcal_mol": 8.2,
  "elements": ["Cl", "P", "C", "C", "H", "H", "H", "H"],
  "xyz": [[-2.53994, -0.55903, -0.05868], [-0.87775, 1.04988, -0.04831], [0.37844, 0.05816, 0.73735], [0.52054, 0.08744, -0.73007], [0.09560, -0.95950, 1.12287], [1.07901, 0.62318, 1.20907], [1.35196, 0.57741, -1.14669], [-0.00785, -0.87755, -1.08554]]
}


Entry 5:
{
  "formula": "CH5S3",
  "method": "ωB97M-V with the def2-TZVPD basis set",
  "e_lumo_ev": 3.498,
  "homo_lumo_gap_ev": 5.77,
  "energy_ev": -33624.3908,
  "charge": -1,
  "e_above_lowest_kcal_mol": 21.1,
  "elements": ["S", "H", "C", "S", "S", "H", "H", "H", "H"],
  "xyz": [[0.58642, -2.62610, -2.12386], [-0.44560, -3.07027, -2.84675], [-0.08650, 1.21705, 1.84930], [0.89451, 0.98279, 0.24688], [-0.48310, 0.77605, -1.28089], [-0.17479, 0.26680, 2.28995], [-1.06279, 1.67697, 1.64943], [0.39538, 2.18688, 2.27249], [0.37647, -1.41017, -2.05655]]
}


Entry 6:
{
  "formula": "C5H14N2",
  "method": "ωB97M-V with the def2-TZVPD basis set",
  "e_lumo_ev": 1.044,
  "smiles": "CNCCCCN",
  "homo_lumo_gap_ev": 9.55,
  "energy_ev": -8391.3752,
  "charge": 0,
  "e_above_lowest_kcal_mol": 28.7,
  "elements": ["C", "N", "C", "C", "C", "C", "N", "H", "H", "H", "H", "H", "H", "H", "H", "H", "H", "H", "H", "H", "H"],
  "xyz": [[-1.06711, -1.02953, -2.60531], [-0.29984, -0.70315, -1.40200], [-1.02896, -0.13025, -0.27471], [-0.42978, 1.17871, 0.20456], [1.08733, 1.05515, 0.46248], [1.52585, -0.01373, 1.53490], [0.71469, -0.12087, 2.74501], [-0.35261, -1.45606, -3.30869], [-1.60218, -0.12585, -2.88268], [-1.80138, -1.85381, -2.53141], [0.35832, -1.45231, -1.24892], [-2.06471, -0.11279, -0.60769], [-0.98637, -0.80530, 0.58462], [-0.61498, 2.07308, -0.39710], [-0.87147, 1.49857, 1.15896], [1.48381, 0.70735, -0.49537], [1.57872, 1.98496, 0.74405], [2.57184, 0.22754, 1.72235], [1.49853, -0.97846, 1.02409], [0.35988, 0.78375, 3.02504], [-0.05958, -0.72700, 2.54780]]
}